# 1
DFT (ωB97M-V/def2-TZVPD) results for 2 unconnected molecules or ions with the total composition C2H8N4.

The geometry in XYZ format:
```
14
Properties=species:S:1:pos:R:3:forces:R:3:lowdin_charge:R:1
C 0.2166 0.0771 -0.0783 -3.2159 0.9989 2.6179 -0.26
C -1.1697 -0.1784 0.3044 0.6248 -3.4664 1.7772 -0.22
N -0.2084 0.6043 1.0911 0.6905 -1.6688 -3.6144 0.22
N 1.3058 -0.0924 -0.8275 0.0632 1.1619 2.0462 0.11
N -2.5295 0.4055 -0.1570 2.3946 -2.1852 -2.1061 0.23
N 2.4711 0.5547 -0.3274 -1.5613 1.5064 1.2783 0.28
H -1.5705 -1.8530 0.8823 0.7826 3.9469 -1.3757 0.30
H 1.3771 -0.5996 -1.6425 0.0961 -1.3908 -2.1884 0.16
H -3.1169 0.2945 0.6567 -0.8262 0.3362 0.1537 0.16
H -2.8175 -0.2082 -0.9868 -0.1578 0.7538 1.5938 0.21
H -2.4232 1.3315 -0.5505 -0.3225 0.8755 0.4050 0.16
H 2.4796 1.5350 -0.6862 -0.1981 -0.1408 0.9517 0.22
H 3.3865 0.2508 -0.5745 1.0296 -1.6476 -0.7199 0.19
H 2.3671 0.4389 0.7199 0.6005 0.9198 -0.8192 0.22
```
Positions in Å, forces in eV/Å.

Values from the calculation:
total charge	+2
calculated total energy	-8140.0914	eV
molar mass	88.1	g mol⁻¹
ΔE to the lowest compared entry with this formula, charge and spin	151.66	kcal per mole
E_HOMO	-18.39	eV
gap between HOMO and LUMO	10.46	eV

# 2
DFT (ωB97M-V/def2-TZVPD) results for a single C2H7ClO2Si molecule.

The geometry in XYZ format:
```
13
Properties=species:S:1:pos:R:3:forces:R:3:lowdin_charge:R:1
C -0.7487 -1.6397 0.3712 -1.6813 -1.4709 -0.7050 -0.12
C 0.5877 -0.2089 -0.9500 4.6992 -2.1006 -0.0729 -0.23
O 1.2273 1.7080 1.1654 1.1288 1.6645 -1.5962 -0.23
O 0.5252 -1.2673 0.0218 0.5728 3.6471 -1.6901 -0.14
Si 0.2370 1.6071 -0.1423 -1.1304 0.9529 1.3293 0.38
Cl -2.1947 1.8738 0.2940 -0.9537 -0.0847 0.0997 -0.07
H -0.7419 -2.1716 1.2866 0.2241 0.2344 1.4866 0.09
H -0.9999 -2.4711 -0.2705 -0.5651 -0.2259 -0.9116 0.10
H -1.5415 -0.8858 0.2848 0.4149 0.2360 0.1774 0.06
H 1.7588 -0.1252 -1.1398 -2.2720 -0.1852 0.1533 0.13
H 0.0474 -0.2805 -1.8992 -0.4845 -0.3051 0.4959 0.09
H 1.1087 1.0296 1.7621 -0.3210 -2.1402 2.3195 -0.01
H 0.7346 2.8315 -0.7842 0.3681 -0.2223 -1.0859 -0.04
```
Positions in Å, forces in eV/Å.

Values from the calculation:
2S+1	3
total charge	0
calculated total energy	-26677.9031	eV
<S²>	2.007
molar mass	126.6	g mol⁻¹
ΔE to the lowest compared entry with this formula, charge and spin	61.23	kcal per mole
E_HOMO (spin up / spin down)	-4.95 / -9.77	eV
gap between HOMO and LUMO (spin up / spin down)	5.49 / 5.34	eV

- Among the records above, which one has the lowest molar mass?
  C2H8N4

- total charge of number 1 (C2H8N4)?
  +2

- Which value of molar mass does entry 1 give?
  88.1 g mol⁻¹

- ΔE to the lowest compared entry with this formula, charge and spin of number 1 (C2H8N4)?
  151.66 kcal per mole